Entry from the OMol25 dataset: C9H15Cl2EuN as an isolated structure at a distorted geometry (ωB97M-V/def2-TZVPD).

Last column: Löwdin charge in e.
Element x y z (Å)
Eu -2.107 -0.596 0.447  0.92
Cl -1.808 1.830 1.223  -0.33
Cl -0.611 -2.646 -0.034  -0.35
C -3.640 -1.234 2.077  -0.50
H -3.984 -2.251 2.416  -0.20
H -4.410 -0.501 2.460  -0.20
C -0.090 -0.268 -2.714  -0.13
C -1.248 -0.108 -2.169  -0.28
H 0.445 -1.234 -2.640  0.10
C -1.923 1.232 -2.102  -0.26
H -1.865 -1.000 -1.891  0.04
C -1.629 2.046 -3.389  -0.20
H -3.021 1.125 -1.944  0.11
H -1.508 1.805 -1.257  0.02
C -0.145 2.099 -3.711  -0.20
H -2.168 1.583 -4.222  0.11
H -2.030 3.053 -3.289  0.10
C 0.663 0.811 -3.439  -0.18
H -0.002 2.376 -4.758  0.10
H 0.306 2.887 -3.105  0.11
H 1.018 0.393 -4.386  0.10
H 1.581 1.075 -2.884  0.11
C 2.496 -0.934 3.426  -0.08
C 1.449 -0.542 2.500  -0.25
N 0.591 -0.260 1.767  0.09
H 2.084 -1.022 4.439  0.08
H 3.307 -0.194 3.447  0.08
H 2.920 -1.905 3.136  0.08

* expectation value of S²: 12.11
* orbital gap (spin up / spin down): 4.1 / 4.4 eV
* 2S+1: 7
* net charge: -1
* HOMO (spin up / spin down): -1.3158 / -1.6199 eV
* ΔE to the lowest compared entry with this formula, charge and spin: 204.9 kJ/mol
* maximum force: 3.16 eV/A
* lowest unoccupied orbital energy (spin up / spin down): 2.78 / 2.77 eV